w | # C2H8P2S

A 2-piece molecular cluster, C2H8P2S overall (ωB97M-V/def2-TZVPD, the OMol25 dataset).

Lowest unoccupied orbital energy = -0.311 eV
M = 126.10 Da
Frontier orbital gap = 8.018 eV

The geometry in ORCA input format:
```
! wB97M-V def2-TZVPD RIJCOSX def2/J DEFGRID3
* xyz 0 1
C -1.690 -1.942 -0.014
C 1.973 1.590 0.201
P -1.272 0.467 0.541
P 0.815 0.174 -0.204
S 1.665 -1.533 0.241
H -2.128 -1.813 -1.017
H -2.526 -2.363 0.565
H -0.676 -2.263 0.054
H 1.501 2.519 0.059
H 2.061 1.524 1.372
H 3.009 1.549 -0.121
H -0.856 0.276 1.905
H 0.551 0.258 -1.513
*
```

x | # C2H8P2S

One molecule with the formula C2H8P2S (ωB97M-V/def2-TZVPD, the OMol25 dataset).

Lowest unoccupied orbital energy = 0.666 eV
M = 126.10 Da
Frontier orbital gap = 8.266 eV

The geometry in ORCA input format:
```
! wB97M-V def2-TZVPD RIJCOSX def2/J DEFGRID3
* xyz 0 1
C -1.864 1.090 0.182
C 1.095 -1.679 0.511
P 1.799 1.322 0.199
P 0.674 -0.285 -0.566
S -1.283 -0.109 -1.074
H -0.865 1.625 0.531
H -2.369 0.481 1.039
H -2.453 1.799 -0.265
H 1.929 -2.316 0.083
H 1.792 -1.130 1.296
H 0.222 -2.268 0.956
H 1.386 2.237 -0.785
H 0.892 -0.746 -1.850
*
```

x comes first in stability; the runner-up is 0.332 eV higher.

w | # H33O17

A 17-piece molecular cluster, H33O17 overall (ωB97M-V/def2-TZVPD, the OMol25 dataset).

Lowest unoccupied orbital energy = 2.377 eV
M = 305.25 Da
Frontier orbital gap = 9.505 eV

The geometry in ORCA input format:
```
! wB97M-V def2-TZVPD RIJCOSX def2/J DEFGRID3
* xyz -1 1
O 1.566 -3.264 -0.203
H 1.870 -2.858 0.541
H 2.083 -2.866 -0.898
O -3.452 3.800 1.643
H -2.726 4.468 1.525
H -3.010 3.047 1.059
O -1.631 -4.162 2.722
H -0.803 -3.449 2.834
H -2.075 -3.547 2.010
O 1.672 2.566 1.109
H 1.515 1.668 1.396
H 1.140 2.591 0.257
O 2.955 -0.649 -2.272
H 0.497 -0.283 2.878
O 0.639 1.682 -1.038
H 1.158 2.204 3.830
H 1.397 1.750 -1.634
O -0.478 -3.299 -2.811
H -1.521 -0.690 0.371
H 0.158 -3.700 -2.177
O -0.692 3.132 -3.462
H -0.338 2.455 -2.949
H 3.084 -1.525 -2.631
O -2.253 -1.262 -0.039
H -1.421 -3.241 -2.408
H -2.628 -1.993 0.420
O 0.273 -2.532 -5.713
H -0.580 -3.033 -5.652
H 0.814 -3.307 -5.325
O -5.242 -0.276 1.206
H -4.723 0.131 1.990
H 3.627 1.407 -2.936
O -0.021 -0.200 2.191
H 0.425 -0.349 1.301
H 3.578 0.731 0.958
O 3.682 2.252 -2.686
H 4.484 2.624 -2.917
H 2.930 -0.924 -1.343
O -4.127 0.706 3.545
H -3.508 1.368 3.363
H -4.876 1.228 3.696
O 1.076 2.925 4.580
H 1.789 3.551 4.299
H 0.094 3.694 -3.454
O 3.597 -0.258 1.124
H -5.714 -0.986 1.568
H 2.693 -0.351 0.858
O 1.349 -0.571 0.132
H 0.745 -1.136 -0.338
H 0.933 0.729 -0.520
*
```

x | # H33O17

A 17-piece molecular cluster, H33O17 overall (ωB97M-V/def2-TZVPD, the OMol25 dataset).

Lowest unoccupied orbital energy = 2.057 eV
M = 305.25 Da
Frontier orbital gap = 8.206 eV

The geometry in ORCA input format:
```
! wB97M-V def2-TZVPD RIJCOSX def2/J DEFGRID3
* xyz -1 1
O 5.857 -0.876 -0.356
H 5.036 -1.369 -0.464
H 5.539 0.016 -0.263
O 3.535 1.046 -0.628
H 2.852 1.653 -0.290
H 3.002 0.622 -1.300
O -4.528 0.637 -3.263
H -4.951 0.943 -2.462
H -3.528 0.703 -3.057
O 0.260 -4.923 -0.516
H 0.460 -5.756 0.029
H 0.829 -5.248 -1.218
O -1.094 -0.322 -0.820
H -3.908 -1.158 -1.520
O -0.407 -2.260 0.987
H -4.114 3.150 1.320
H -0.132 -3.101 0.639
O 3.412 -1.391 0.660
H -0.433 3.452 5.062
H 4.065 -0.895 1.160
O 1.092 2.593 -3.326
H 0.562 3.358 -3.041
H -0.823 -0.872 -1.596
O 0.300 4.028 4.779
H 2.861 -0.591 0.348
H 0.428 3.842 3.856
O -1.142 3.469 -1.559
H -1.055 2.543 -1.916
H -2.083 3.288 -1.650
O 2.253 -1.864 -1.732
H 3.152 -1.824 -1.434
H 1.154 -1.893 4.659
O -4.484 -2.031 -1.417
H -4.535 -2.383 -2.317
H -1.428 0.469 -1.276
O 2.104 -1.923 4.743
H 2.218 -2.021 5.688
H -0.855 -1.842 0.264
O 0.266 -0.593 3.306
H 0.452 0.319 3.102
H 0.805 -1.228 2.829
O -4.109 2.485 0.621
H -3.363 1.969 0.970
H 0.433 1.870 -3.253
O -1.704 0.994 -2.928
H 1.831 -1.751 -0.879
H -1.725 1.537 -3.717
O -1.747 1.313 1.229
H -1.437 0.458 1.567
H -1.173 1.359 0.382
*
```

y | # H33O17

A 17-piece molecular cluster, H33O17 overall (ωB97M-V/def2-TZVPD, the OMol25 dataset).

Lowest unoccupied orbital energy = 2.306 eV
M = 305.25 Da
Frontier orbital gap = 8.576 eV

The geometry in ORCA input format:
```
! wB97M-V def2-TZVPD RIJCOSX def2/J DEFGRID3
* xyz -1 1
O 6.146 -1.049 0.511
H 6.199 -0.688 1.393
H 5.209 -1.294 0.452
O 3.337 1.314 -0.495
H 2.394 1.432 -0.390
H 3.404 1.368 -1.458
O -4.210 0.719 -4.087
H -4.614 1.555 -4.322
H -3.338 0.923 -3.650
O 0.348 -5.485 -1.118
H 0.551 -5.866 -0.262
H -0.542 -5.164 -1.146
O -1.141 -0.159 -0.884
H -3.760 -1.056 -1.775
O -0.117 -2.105 0.764
H -5.023 2.189 1.375
H -0.756 -1.608 0.224
O 3.180 -1.080 0.774
H -0.204 3.310 5.304
H 3.004 -1.721 0.087
O 1.014 2.431 -2.895
H 0.458 2.982 -2.320
H -0.302 -0.166 -1.346
O 0.302 4.030 4.926
H 3.278 -0.244 0.253
H -0.276 4.580 4.394
O -1.306 2.924 -1.169
H -1.174 2.119 -1.736
H -1.884 3.625 -1.442
O 2.558 -2.370 -1.794
H 3.069 -2.886 -2.417
H 3.375 -1.395 4.275
O -3.790 -2.019 -1.717
H -4.652 -2.083 -2.140
H -1.831 -0.110 -1.588
O 2.775 -1.317 5.017
H 2.093 -0.689 4.801
H 0.748 -1.826 0.483
O 0.147 -0.846 3.359
H -0.009 -1.763 3.125
H -0.761 -0.523 3.294
O -4.496 2.732 1.973
H -3.700 2.799 1.431
H 0.290 1.975 -3.357
O -1.778 1.128 -3.004
H 2.392 -2.988 -1.071
H -1.345 0.615 -3.696
O -2.128 1.245 1.172
H -1.766 0.796 0.373
H -1.367 1.710 1.519
*
```

z | # H33O17

A 17-piece molecular cluster, H33O17 overall (ωB97M-V/def2-TZVPD, the OMol25 dataset).

Lowest unoccupied orbital energy = 2.207 eV
M = 305.25 Da
Frontier orbital gap = 7.759 eV

The geometry in ORCA input format:
```
! wB97M-V def2-TZVPD RIJCOSX def2/J DEFGRID3
* xyz -1 1
O -4.653 0.709 0.471
H -4.867 0.582 -0.442
H -4.043 0.082 0.580
O 1.237 -1.169 -2.031
H 1.043 -0.362 -2.285
H 0.189 -2.082 -1.117
O 2.164 -2.344 -4.211
H 2.452 -3.282 -4.555
H 1.646 -2.716 -3.410
O 3.270 0.147 -1.445
H 3.166 0.462 -2.266
H 2.617 -0.635 -1.530
O -4.484 -0.969 -2.438
H -3.441 -1.172 -2.328
O 3.980 -2.908 -1.054
H 4.418 -2.899 -0.075
H 3.626 -2.170 -1.080
O 2.419 2.498 1.666
H 2.071 2.486 0.729
H 1.473 2.196 1.966
O -0.021 -2.488 -0.209
H 0.707 -2.153 0.333
H -4.822 -1.800 -2.590
O -3.183 -3.304 1.007
H -2.290 -2.868 1.336
H -3.093 -3.984 0.332
O 3.163 4.960 -0.216
H 3.364 4.155 0.379
H 2.279 4.866 -0.384
O -1.213 -0.561 -2.849
H -1.122 0.344 -3.070
H -0.363 -0.980 -2.943
O -1.419 3.740 1.646
H -2.171 3.621 1.105
H -0.976 3.045 1.340
O -1.518 1.231 4.578
H -1.082 1.101 3.684
H -1.728 2.077 4.866
O 2.165 -2.596 1.743
H 2.835 -3.147 1.951
H 2.084 -1.930 2.417
O -1.246 2.960 -2.239
H -1.146 3.362 -3.087
H -2.129 2.587 -2.437
O -0.195 1.190 1.051
H -0.745 0.561 1.319
H 0.119 1.293 0.157
O -0.352 -0.902 4.638
H -0.246 -1.824 4.987
H -0.750 -0.373 5.252
*
```

y comes first in stability; the runner-up is 0.869 eV higher.

w | # C8H18NO3P

One molecule with the formula C8H18NO3P (ωB97M-V/def2-TZVPD, the OMol25 dataset).

Lowest unoccupied orbital energy = 0.758 eV
M = 207.21 Da
Frontier orbital gap = 9.072 eV

The geometry in ORCA input format:
```
! wB97M-V def2-TZVPD RIJCOSX def2/J DEFGRID3
* xyz 0 1
C 1.119 -0.917 -1.671
C 0.792 0.329 -0.746
C -0.196 -1.340 -2.230
C 0.266 1.551 -1.488
C 2.145 0.614 -0.065
C -0.527 -0.669 -3.587
C -1.929 0.520 3.019
C 0.378 -0.002 3.590
N -0.714 -0.184 2.667
O -1.951 -1.308 0.839
O -0.299 0.147 0.165
O -0.978 -2.059 -1.662
P -0.444 -1.042 1.319
H 1.943 -0.777 -2.365
H 1.508 -1.633 -0.981
H -0.014 2.451 -1.018
H -0.691 1.299 -2.046
H 0.905 1.923 -2.362
H 1.918 1.605 0.122
H 2.828 0.616 -0.833
H 2.322 0.015 0.888
H -1.483 -0.099 -3.686
H -0.636 -1.480 -4.463
H 0.235 0.047 -4.085
H -1.798 1.582 2.707
H -2.794 0.043 2.427
H -1.996 0.459 4.113
H 1.256 -0.496 3.089
H 0.683 1.115 3.781
H 0.210 -0.596 4.572
H -2.059 -1.713 -0.011
*
```

x | # C8H18NO3P

One molecule with the formula C8H18NO3P (ωB97M-V/def2-TZVPD, the OMol25 dataset).

Lowest unoccupied orbital energy = 0.713 eV
M = 207.21 Da
Frontier orbital gap = 9.792 eV

The geometry in ORCA input format:
```
! wB97M-V def2-TZVPD RIJCOSX def2/J DEFGRID3
* xyz 0 1
C 1.552 0.100 0.529
C -2.801 -0.705 1.851
C -2.355 -0.746 -2.161
C 4.249 -0.405 -1.010
C -0.117 2.276 1.544
C -1.614 -0.797 0.805
C -2.200 0.483 -1.311
C 3.311 -1.230 -0.136
N -1.381 0.287 -0.158
O 2.039 0.377 1.590
O 0.382 2.168 -1.310
O 1.980 -0.825 -0.319
P 0.083 1.225 0.127
H -3.690 -0.540 1.292
H -3.010 -1.615 2.289
H -2.768 0.219 2.496
H -1.274 -1.021 -2.320
H -2.837 -1.519 -1.587
H -2.795 -0.521 -3.128
H 5.271 -0.727 -1.238
H 3.770 -0.421 -1.915
H 4.291 0.568 -0.440
H -0.187 1.736 2.396
H 0.856 2.739 1.671
H -0.901 2.914 1.368
H -0.669 -1.019 1.406
H -1.789 -1.779 0.195
H -1.548 1.228 -1.917
H -3.187 0.947 -1.072
H 3.828 -1.100 0.938
H 3.510 -2.299 -0.472
*
```

w comes first in stability; the runner-up is 1.364 eV higher.

w | # CH4ClNO2P

An isolated ion of composition CH4ClNO2P and charge -1 (ωB97M-V/def2-TZVPD, the OMol25 dataset).

Lowest unoccupied orbital energy = 3.865 eV
M = 128.48 Da
Frontier orbital gap = 8.646 eV

The geometry in ORCA input format:
```
! wB97M-V def2-TZVPD RIJCOSX def2/J DEFGRID3
* xyz -1 1
C -1.094 -0.718 0.216
N -0.451 0.449 -0.341
O 1.853 1.795 -1.137
O 1.702 -0.904 -0.599
P 1.171 0.478 -0.383
Cl 1.475 0.976 1.662
H -0.466 -1.614 -0.080
H -0.933 -0.792 1.215
H -2.200 -0.914 -0.082
H -1.056 1.244 -0.471
*
```

x | # CH4ClNO2P

An isolated ion of composition CH4ClNO2P and charge -1 (ωB97M-V/def2-TZVPD, the OMol25 dataset).

Lowest unoccupied orbital energy = 3.751 eV
M = 128.48 Da
Frontier orbital gap = 8.609 eV

The geometry in ORCA input format:
```
! wB97M-V def2-TZVPD RIJCOSX def2/J DEFGRID3
* xyz -1 1
C -0.075 -1.130 0.290
N -0.745 1.102 -0.793
O 1.770 0.762 0.021
O -0.032 1.460 1.746
P 0.399 0.753 0.514
Cl 0.729 -2.087 1.485
H -1.128 -1.529 0.271
H 0.360 -1.261 -0.725
H -0.299 1.634 -1.483
H -0.979 0.295 -1.326
*
```

w comes first in stability; the runner-up is 0.404 eV higher.

w | # C8H16N2O3

One molecule with the formula C8H16N2O3 (ωB97M-V/def2-TZVPD, the OMol25 dataset).

Lowest unoccupied orbital energy = 0.040 eV
M = 188.23 Da
Frontier orbital gap = 9.310 eV

The geometry in ORCA input format:
```
! wB97M-V def2-TZVPD RIJCOSX def2/J DEFGRID3
* xyz 0 1
C -0.510 -0.969 -0.228
C 0.177 -0.550 -1.543
C -1.231 0.241 0.416
C -2.027 1.081 -0.629
C -2.178 -0.183 1.534
C -2.702 0.986 2.331
C 2.586 -0.332 -0.704
C 3.846 0.152 -1.467
H 1.009 -1.080 1.015
H 0.786 -2.384 0.145
H -1.307 -1.656 -0.552
H -0.402 0.833 0.853
H -2.842 0.430 -0.978
H -2.412 1.995 -0.205
H -1.342 1.387 -1.412
H -1.698 -0.910 2.184
H -2.983 -0.758 1.053
H -1.882 1.466 2.884
H -3.504 0.676 3.024
H -3.061 1.797 1.657
H 1.662 0.245 -2.502
H 2.688 -1.405 -0.565
H 2.499 0.153 0.255
H 4.761 0.275 0.253
N 0.331 -1.685 0.668
N 1.462 -0.144 -1.592
O -0.491 -0.545 -2.571
O 3.869 0.340 -2.648
O 4.896 0.542 -0.678
*
```

x | # C8H16N2O3

C8H16N2O3 as an isolated structure (ωB97M-V/def2-TZVPD, the OMol25 dataset).

Lowest unoccupied orbital energy = 0.177 eV
M = 188.23 Da
Frontier orbital gap = 9.787 eV

The geometry in ORCA input format:
```
! wB97M-V def2-TZVPD RIJCOSX def2/J DEFGRID3
* xyz 0 1
C 0.300 0.364 -0.563
C -0.406 1.594 -0.018
C 1.223 0.006 0.533
C 0.333 -0.294 1.858
C 2.182 -1.317 0.264
C 3.411 -0.995 -0.578
C -2.603 0.541 -0.747
C -3.579 -0.650 -0.106
H 1.187 1.607 -1.931
H 0.279 0.141 -2.688
H -0.377 -0.425 -0.780
H 1.804 0.774 0.985
H -0.238 -1.237 1.985
H -0.710 0.609 1.634
H 0.934 0.079 2.898
H 1.392 -2.199 -0.148
H 2.268 -1.552 1.393
H 3.155 -1.001 -1.763
H 4.494 -1.838 0.031
H 3.832 0.297 -0.431
H -2.101 2.346 0.586
H -3.498 1.166 -1.234
H -2.071 -0.208 -1.520
H -2.797 -0.194 1.335
N 0.989 0.514 -1.825
N -1.726 1.498 -0.124
O -0.010 2.503 0.779
O -4.230 -1.225 -0.987
O -3.437 -0.903 1.162
*
```

w comes first in stability; the runner-up is 7.848 eV higher.